# 1
Density functional theory data (ωB97M-V with the def2-TZVPD basis set) for a 2-piece molecular cluster, C7H14Si overall at a distorted geometry.

Cartesian coordinates (Å):
Si: -0.181 -0.112 1.100
C: 1.247 -1.399 1.270
C: 0.296 1.594 1.687
C: -2.018 -0.503 1.284
C: -0.972 -0.451 -3.282
C: -1.309 0.790 -2.917
C: 1.355 0.477 -2.161
C: -0.184 0.081 -2.212
H: 2.195 -0.231 -2.050
H: -0.270 2.542 1.413
H: -1.225 -1.327 -3.846
H: 2.191 -0.953 1.175
H: -1.864 1.686 -2.969
H: -2.634 -0.225 2.167
H: 1.530 1.316 -1.424
H: 1.570 0.902 -3.160
H: -2.488 -0.173 0.374
H: 1.159 -2.227 0.464
H: -2.187 -1.615 1.235
H: 1.226 1.775 1.141
H: 1.176 -1.999 2.270
H: 0.548 1.849 2.739

Output
Kohn-Sham gap (spin up / spin down): 0.269 / 0.244 Ha
DFT total energy: -564.3703 a.u.
Relative energy (zero: lowest compared OMol25 entry of this formula, charge and spin): 467.7 kJ/mol
Highest occupied orbital energy (spin up / spin down): -6.380 / -5.806 eV
Strongest force on any atom: 4.0 eV Å⁻¹
E_LUMO (spin up / spin down): 0.9 / 0.8 eV
M: 126.3 g mol⁻¹



# 2
Density functional theory data (ωB97M-V with the def2-TZVPD basis set) for C11H12BrClMg as an isolated structure at a distorted geometry.

Cartesian coordinates (Å):
Br: 1.671 1.484 1.967
Cl: -0.472 -2.505 0.842
Mg: 1.729 -0.709 0.908
C: 1.070 0.606 -1.720
C: 1.936 -1.472 -1.229
C: -1.863 1.920 1.105
C: -2.831 0.020 0.216
C: -2.056 2.139 -0.288
C: 2.376 0.806 -1.235
C: -2.651 0.960 -0.839
C: -2.324 0.606 1.418
C: 0.681 -2.185 2.074
C: 2.950 -0.478 -0.956
C: 0.782 -0.779 -1.707
H: 2.877 1.768 -1.165
H: 1.146 -3.114 2.414
H: -2.922 0.795 -1.882
H: -3.261 -0.976 0.115
H: 3.997 -0.694 -0.754
H: -1.410 2.620 1.799
H: -2.296 0.140 2.401
H: -0.119 -1.225 -2.116
H: 2.103 -2.548 -1.273
H: -1.761 3.033 -0.831
H: 0.429 1.379 -2.137
H: 0.218 -1.591 2.874

Output
Charge: -2
Kohn-Sham gap: 0.168 Ha
DFT total energy: -3660.6401 a.u.
Highest occupied orbital energy: 0.431 eV
Strongest force on any atom: 2.5 eV Å⁻¹
E_LUMO: 5.0 eV
M: 283.9 g mol⁻¹



# 3
Density functional theory data (ωB97M-V with the def2-TZVPD basis set) for C35H29F6IN3O2PRhSb as an isolated structure at a distorted geometry.

Cartesian coordinates (Å):
I: -2.921 -6.658 19.309
Sb: -5.883 -7.684 13.547
Rh: -4.257 -7.039 16.786
P: -7.293 -7.114 18.023
F: -6.328 -6.651 15.090
F: -5.933 -9.235 14.612
F: -4.036 -7.528 14.097
F: -7.716 -7.957 13.239
F: -5.321 -8.562 12.003
F: -5.630 -6.052 12.700
O: -7.227 -13.946 17.918
O: -5.613 -11.628 18.806
N: -4.998 -13.421 17.536
N: -3.393 -9.043 16.516
N: -5.895 -7.704 17.473
C: -7.334 -7.019 19.885
C: -11.025 -9.008 16.075
C: -9.774 -8.970 15.472
C: -7.918 -2.774 16.712
C: -1.046 -4.379 19.258
C: -4.086 -9.912 17.240
C: -2.053 -4.987 18.475
C: -4.910 -12.144 17.877
C: -2.478 -4.424 17.286
C: -7.220 -8.361 21.916
C: -3.886 -4.481 15.373
C: -3.213 -3.332 14.843
C: -2.580 -9.514 15.582
C: -3.138 -11.753 16.049
C: -7.597 -5.434 17.494
C: -4.047 -11.291 17.031
C: -1.816 -3.221 16.826
C: -8.633 -8.531 16.194
C: -8.694 -8.016 17.460
C: -11.041 -8.540 17.404
C: -0.385 -3.204 18.793
C: -7.000 -7.196 22.672
C: -0.821 -2.668 17.643
C: -6.715 -3.213 17.210
C: -2.257 -2.781 15.562
C: -6.958 -5.961 22.023
C: -7.378 -8.266 20.525
C: -7.094 -5.886 20.639
C: -2.473 -10.822 15.276
C: -3.477 -5.066 16.575
C: -5.906 -14.344 18.179
C: -8.958 -3.651 16.635
C: -9.944 -8.019 18.039
C: -8.804 -4.981 16.993
C: -6.525 -4.517 17.613
H: -5.593 -4.873 18.041
H: -7.691 -8.460 15.652
H: -7.396 -13.244 18.551
H: -11.866 -9.332 15.592
H: -1.807 -11.168 14.533
H: -2.894 -12.778 15.837
H: -4.687 -4.901 14.748
H: -7.591 -9.194 19.971
H: -3.586 -3.038 13.838
H: -9.931 -3.251 16.284
H: -7.186 -9.340 22.350
H: -2.027 -8.781 14.991
H: -0.370 -1.757 17.282
H: -0.705 -4.838 20.123
H: -1.716 -1.892 15.166
H: -7.092 -4.912 20.143
H: -5.931 -2.474 17.306
H: -10.038 -7.479 18.948
H: -4.457 -13.759 16.714
H: -9.634 -9.304 14.439
H: -5.658 -14.377 19.243
H: -6.929 -7.307 23.702
H: 0.293 -2.749 19.503
H: -7.958 -1.750 16.373
H: -5.651 -15.292 17.701
H: -9.669 -5.696 16.864
H: -4.782 -9.560 17.966
H: -11.962 -8.379 17.908
H: -6.629 -5.168 22.663

Output
Charge: +1
Kohn-Sham gap (spin up / spin down): 0.287 / 0.175 Ha
DFT total energy: -3254.6744 a.u.
Relative energy (zero: lowest compared OMol25 entry of this formula, charge and spin): 123.4 kJ/mol
Highest occupied orbital energy (spin up / spin down): -11.184 / -11.512 eV
Multiplicity: 6
⟨S²⟩: 8.790
Strongest force on any atom: 5.0 eV Å⁻¹
E_LUMO (spin up / spin down): -3.4 / -6.7 eV
M: 1020.2 g mol⁻¹



# 4
Density functional theory data (ωB97M-V with the def2-TZVPD basis set) for a 2-piece molecular cluster, C13H19NO4S overall at a distorted geometry.

Cartesian coordinates (Å):
S: -0.557 2.159 -0.088
O: -0.632 -0.657 2.556
O: -1.261 2.189 -1.343
O: -0.752 3.166 0.922
O: -2.064 1.122 2.398
N: -1.293 -2.145 -2.104
C: 3.365 3.373 -0.067
C: -1.233 -0.885 -1.777
C: -0.079 -2.901 -2.407
C: 1.175 2.459 -0.541
C: -1.167 0.434 1.919
C: 3.826 2.919 -1.302
C: -2.564 -2.827 -2.318
C: 2.037 3.156 0.315
C: -0.540 0.602 0.605
C: -1.178 -0.828 3.893
C: 2.949 2.278 -2.173
C: -0.889 -2.225 4.356
C: 1.618 2.075 -1.805
H: 3.276 1.936 -3.154
H: -0.357 -3.952 -2.482
H: -1.272 -2.357 5.365
H: -2.158 -0.333 -1.549
H: 0.289 -0.034 0.356
H: -0.707 -0.097 4.561
H: 1.671 3.534 1.265
H: -3.262 -2.599 -1.508
H: 0.177 -2.445 4.371
H: 0.911 1.630 -2.501
H: -0.244 -0.402 -1.756
H: -2.357 -3.898 -2.354
H: 4.035 3.907 0.607
H: -2.255 -0.649 3.856
H: -3.016 -2.505 -3.263
H: 0.667 -2.763 -1.619
H: -1.383 -2.951 3.711
H: 0.355 -2.558 -3.353
H: 4.867 3.072 -1.591

Output
Kohn-Sham gap: 0.226 Ha
DFT total energy: -1260.5344 a.u.
Relative energy (zero: lowest compared OMol25 entry of this formula, charge and spin): 501.7 kJ/mol
Highest occupied orbital energy: -7.225 eV
Strongest force on any atom: 2.4 eV Å⁻¹
E_LUMO: -1.1 eV
M: 285.4 g mol⁻¹



# 5
Density functional theory data (ωB97M-V with the def2-TZVPD basis set) for C51H68BN6O3P2Pt as an isolated structure at a distorted geometry.

Cartesian coordinates (Å):
Pt: 0.277 -1.298 -0.495
P: 3.636 -1.279 -1.523
P: -2.437 1.653 0.183
O: 0.174 0.309 -3.114
O: -1.057 -1.610 -3.114
O: -2.079 0.633 -0.811
N: -1.153 2.258 1.026
N: -1.285 -2.408 0.406
N: -3.114 2.982 -0.621
N: -3.613 1.119 1.234
N: 2.170 -1.393 -1.180
N: -0.538 -1.026 3.116
C: 3.955 -1.426 -3.330
C: 4.973 -5.023 -0.838
C: -5.243 3.534 -1.523
C: -2.820 -4.076 0.350
C: 3.077 -1.653 -5.559
C: 4.469 0.318 -1.163
C: -0.287 -0.429 4.361
C: 5.419 2.906 -0.691
C: -0.042 2.716 0.158
C: 4.094 2.703 -1.057
C: -1.683 1.479 -4.001
C: 5.811 0.535 -0.858
C: 5.773 -4.926 0.294
C: 1.202 1.015 5.651
C: 6.037 -3.678 0.838
C: -0.642 0.398 -4.285
C: -1.210 -0.363 5.434
C: -5.059 0.605 2.982
C: 0.958 0.246 4.526
C: 3.621 1.420 -1.284
C: -1.655 -2.711 1.714
C: 2.024 0.003 3.516
C: 4.368 -1.693 -6.071
C: 0.219 0.809 -5.468
C: 5.250 -1.448 -3.847
C: 5.456 -1.582 -5.213
C: -1.156 3.004 2.295
C: -1.991 -3.231 -0.391
C: -0.571 -1.936 -5.425
C: -2.465 -1.191 5.499
C: 4.452 -3.880 -1.420
C: 0.240 1.168 6.641
C: -2.774 -1.054 -4.679
C: 5.502 -2.533 0.262
C: -0.942 0.463 6.527
C: 2.872 -1.512 -4.193
C: -4.916 -0.660 2.129
C: -3.979 2.719 -1.789
C: -3.752 1.331 2.676
C: 2.539 -1.431 3.639
C: -2.225 -2.516 6.231
C: 0.165 3.773 2.271
C: -1.188 -2.123 2.950
C: -2.592 -3.760 1.686
C: -4.306 -0.138 0.833
C: 4.723 -2.614 -0.891
C: 6.277 1.819 -0.601
C: 0.379 4.043 0.780
C: -3.657 4.096 0.161
C: -1.276 -1.041 -4.409
C: -4.685 4.742 -0.766
B: -0.204 -0.800 -2.381
H: -2.871 4.796 0.453
H: -3.243 -0.634 6.026
H: 3.815 -3.950 -2.295
H: -3.108 -2.090 -4.758
H: 6.465 -1.605 -5.610
H: 3.195 -1.665 2.807
H: -3.312 -0.588 -3.853
H: -4.156 3.737 1.074
H: 1.409 4.304 0.538
H: -1.169 2.434 -3.866
H: -0.977 -2.945 -5.335
H: 1.077 0.147 -5.587
H: -1.685 0.534 7.317
H: -1.950 -2.334 7.271
H: -0.374 0.799 -6.387
H: -5.856 -1.184 1.954
H: -1.212 2.329 3.151
H: 2.853 0.707 3.634
H: 4.745 -5.997 -1.255
H: -0.369 2.803 -0.879
H: 6.652 -3.597 1.728
H: 4.527 -1.815 -7.136
H: -5.926 2.975 -0.878
H: 6.171 -5.816 0.764
H: 0.117 4.674 2.883
H: 1.712 -2.143 3.606
H: 5.781 3.905 -0.484
H: -3.622 -0.847 0.367
H: -3.079 -4.186 2.555
H: -2.197 1.242 -3.067
H: 6.095 -1.373 -3.170
H: -5.763 3.806 -2.441
H: -3.788 2.394 2.922
H: -5.442 5.307 -0.223
H: 2.584 1.236 -1.552
H: 2.167 1.502 5.758
H: -2.405 1.578 -4.816
H: 2.231 -1.747 -6.233
H: -0.276 4.852 0.441
H: -0.727 -1.583 -6.447
H: -5.907 1.202 2.632
H: -2.840 -1.399 4.502
H: -3.487 3.078 -2.699
H: -5.096 0.098 0.111
H: -3.012 -0.537 -5.613
H: -4.222 -1.348 2.605
H: -3.121 -3.142 6.211
H: 0.773 1.988 0.195
H: -1.409 -3.073 5.765
H: -2.934 0.874 3.241
H: 0.499 -1.989 -5.216
H: 3.431 3.553 -1.170
H: 1.601 0.139 2.524
H: -1.994 3.710 2.356
H: 1.882 -1.485 -3.749
H: -5.183 0.401 4.046
H: 0.967 3.133 2.643
H: -4.167 1.651 -1.904
H: 6.502 -0.299 -0.819
H: -3.485 -4.835 -0.038
H: 3.085 -1.577 4.577
H: 7.317 1.973 -0.335
H: 5.690 -1.568 0.714
H: -4.182 5.411 -1.470
H: 0.593 1.822 -5.308
H: -1.449 -2.741 3.817
H: -1.884 -3.173 -1.463
H: 0.424 1.811 7.494

Output
Charge: -1
Kohn-Sham gap: 0.224 Ha
DFT total energy: -3365.5342 a.u.
Relative energy (zero: lowest compared OMol25 entry of this formula, charge and spin): 79.6 kJ/mol
Highest occupied orbital energy: -3.621 eV
Strongest force on any atom: 2.0 eV Å⁻¹
E_LUMO: 2.5 eV
M: 1081.0 g mol⁻¹